239
Properties=species:S:1:pos:R:3:forces:R:3:mulliken_charge:R:1 method="wB97M-V/def2-TZVPD" de_lowest_kcal_mol=76.0 smiles=COC[C@H](C)N.COC[C@H](C)N.COC[C@H](C)N.COC[C@H](C)N.COC[C@H](C)N.COC[C@H](C)N.COC[C@H](C)N.COCCNCCOC.COCCNCCOC.COCCNCCOC.COCCNCCOC.COCCNCCOC homo_energy_ev=-8.37 charge=0 fmax_ev_per_a=3.95 lumo_ev=0.48 e_tot_ev=-115285.629 gap_ev=8.854
O 0.18292 -0.63336 2.23474 -0.140 0.525 -0.387 1.107
O 5.97281 -5.46508 -3.37998 0.574 -0.030 0.066 -0.311
O 0.67379 -7.17792 0.27657 -0.501 -1.148 1.375 -0.313
O 5.65140 4.86447 -1.90370 1.041 -0.475 -0.335 -0.036
O -4.09108 -0.15507 4.58283 1.352 1.046 -0.311 -0.472
O -0.61405 6.21858 0.28166 0.996 1.050 -0.153 -0.237
O -0.21628 -1.88771 -3.81610 0.112 -0.487 -0.022 -0.260
O 1.41021 3.12586 2.45139 -0.664 -0.647 0.214 -0.200
O -4.94257 -1.55265 -0.09002 -0.929 0.948 2.868 0.229
O 3.88877 2.14921 6.15362 0.369 -0.745 -0.661 -0.206
O 3.87072 -1.01201 -2.26504 -0.905 -0.744 0.948 -0.149
O -5.45636 1.90051 0.34244 0.398 0.634 0.410 0.147
O 4.86250 -1.15860 3.14827 0.014 0.657 -0.649 -0.364
O -9.30933 -1.07836 -3.48722 0.042 0.589 -0.099 -0.229
O 3.10196 1.43279 -4.93116 0.008 -0.721 0.013 0.271
O -3.75695 1.12114 -5.54368 1.367 0.163 0.452 -0.373
O 0.38896 -2.42986 7.61490 -0.335 -0.204 1.287 -0.411
N -3.87283 -2.19590 -3.47755 -1.516 0.853 0.463 -0.216
N 4.07178 4.80571 0.45765 -0.405 1.245 0.257 -0.175
N -6.98236 -0.48727 -6.00488 -1.644 0.475 1.299 -0.579
N 2.20266 -0.39281 6.58924 0.405 0.207 0.510 -0.299
N 2.85599 -6.26917 -1.55103 -0.150 -0.703 -1.105 -0.340
N -1.52732 3.39246 2.35901 0.342 -1.081 1.548 -0.519
N -3.15705 -3.68144 4.37217 -0.870 0.655 0.052 -0.492
N -7.82144 1.23147 -1.08688 0.763 0.563 0.544 -0.335
N 3.64205 1.70353 -1.64092 -0.214 1.154 -0.011 0.631
N 0.47952 2.21645 -5.57337 0.892 0.077 1.758 -0.268
N 7.11262 -2.95058 2.48744 -2.300 -0.298 -0.145 -0.649
N -1.76986 0.63826 0.60881 -1.834 0.009 0.707 1.370
C 0.08941 -2.01364 2.04975 -0.966 -1.270 0.697 -0.938
C 1.49555 -1.40127 5.83288 0.290 1.440 -2.345 0.608
C -1.36035 4.16896 1.19138 -0.550 1.872 -0.618 3.159
C -7.21665 2.59428 -1.07263 -1.421 -0.213 -1.846 -0.510
C -9.17641 -0.43794 -2.21001 0.301 -1.689 0.211 -0.507
C -4.00621 -2.45193 6.39227 0.900 0.524 -0.557 -1.206
C 1.49114 3.50700 -3.75494 0.938 -0.361 1.060 -0.040
C -5.83565 -2.11231 0.92301 2.654 1.487 0.159 -1.042
C 2.66991 3.63216 2.12104 0.213 -0.024 -0.493 -0.602
C -5.12230 1.02989 -5.41092 -0.833 0.254 0.652 0.203
C -4.85567 -2.27314 -1.22882 0.921 -1.537 -1.856 -0.939
C 4.82469 -2.52009 3.12338 -0.390 -3.916 0.315 0.036
C 4.16896 6.00118 -0.39325 1.346 -0.013 0.215 -0.710
C -3.22395 0.97605 4.58453 -1.214 1.233 1.830 -0.905
C 6.12763 -3.22454 3.56431 0.299 2.277 -0.812 0.244
C -1.13160 5.66901 1.47833 0.579 -0.186 0.137 -1.071
C 4.93351 1.10535 -1.70152 1.401 -0.975 0.169 1.119
C 4.87305 -6.28459 -3.05351 0.483 -0.263 2.810 -0.648
C 4.39940 0.93510 6.66216 -0.158 -0.714 0.599 -1.075
C -6.51450 2.90179 0.17004 0.563 -2.409 2.005 -0.885
C 4.75143 -0.37199 -1.33731 -1.374 0.338 0.318 -0.583
C 1.54508 3.21967 -5.23789 -1.028 -0.117 -0.728 -0.008
C 3.87137 -5.47661 -2.22827 -0.446 -0.517 0.066 -0.122
C -2.51361 -2.59755 -3.40192 1.132 -0.111 1.396 -0.844
C 0.17731 -1.71809 6.44299 -0.929 0.888 -0.267 -0.631
C -1.54720 -1.48270 -3.87075 -1.497 -0.455 -0.833 0.264
C -0.24126 7.60525 0.41831 -0.868 -0.730 0.817 -0.862
C 4.90843 3.02661 5.77000 1.610 -0.054 0.944 -0.779
C 3.68416 -0.59380 2.57978 1.599 -1.004 -2.900 2.118
C 2.72181 4.33407 0.77691 -0.772 -1.332 -1.922 0.433
C 4.20164 0.59660 -5.29918 -0.162 0.271 0.403 -0.731
C -3.98706 -2.47757 4.87915 -0.101 -0.979 -1.171 0.181
C -0.55090 -7.82317 0.68214 0.873 -0.800 -0.001 -0.709
C 0.70240 -0.89483 -4.20648 -0.182 -1.307 -0.893 -0.436
C 6.66506 -2.81180 4.91558 1.111 0.027 0.691 -1.284
C -5.59395 -0.17151 -6.16742 -0.768 -0.228 -1.183 0.733
C 6.88945 4.87394 -2.63209 -0.183 0.635 0.740 -0.932
C -9.64414 -2.45919 -3.57393 -1.185 0.638 1.595 -0.782
C -8.30239 0.76022 -2.37442 0.532 0.923 -0.093 0.259
C -3.24451 -1.24574 4.31291 -1.613 -1.509 1.327 1.099
C 2.95487 -1.91019 -1.54503 1.931 0.977 -0.633 0.643
C 5.84217 1.68296 -0.64477 2.308 -0.041 0.058 -1.491
C 0.56129 0.13693 1.06119 -1.319 -2.314 -0.362 0.230
C 1.47990 2.49371 3.74204 0.565 1.120 -0.427 -0.763
C -0.55819 0.28216 -0.01347 2.044 -0.567 -0.353 1.096
C 6.89794 -6.12755 -4.25831 -0.464 1.021 1.176 -0.813
C 3.59325 -0.28077 6.21796 1.482 -0.626 -0.089 0.380
C 1.69008 -5.53253 -1.13362 -0.367 -0.187 -2.051 -0.032
C -0.70204 -2.49622 8.53607 -0.449 0.495 -0.759 -0.733
C 0.51051 -6.44050 -0.88508 -0.047 1.236 0.492 -0.794
C -5.38420 -0.17749 -7.66385 0.937 1.162 -0.084 -1.843
C -2.57266 4.09208 0.28866 -0.138 -0.763 -1.251 -1.334
C 5.48479 6.08092 -1.20709 -1.278 -0.525 0.246 -0.812
C -3.18373 2.10997 -4.66881 1.072 -2.815 -0.110 -0.215
C -5.20396 1.59724 1.75076 0.363 0.836 -1.249 -0.693
C -4.34331 -1.36749 -2.34782 1.472 -1.527 0.766 1.425
C 2.93899 2.65578 -5.59646 -0.709 0.401 0.254 -0.970
C -0.14219 1.28611 -1.11518 -0.326 -0.631 1.310 0.538
H 6.82454 1.13530 -0.58322 -1.027 -0.108 0.038 0.539
H 1.70673 2.58020 -3.17055 -0.341 0.607 -0.492 -0.799
H 6.13942 -3.17836 5.78698 -0.561 -0.338 0.053 0.337
H -7.45185 0.48944 -3.00648 -0.024 -0.082 -0.320 -0.489
H 2.85006 -0.73541 3.19823 -1.279 0.205 1.103 -0.852
H -2.64657 1.14422 3.69148 0.181 -0.302 -0.581 0.380
H 7.91765 -5.86274 -4.03063 0.307 0.234 0.526 0.241
H -0.35959 -8.38746 1.63456 -0.139 0.836 -0.823 0.243
H 0.58316 -0.64767 -5.26130 0.196 -0.266 -0.334 0.768
H 7.68101 5.33867 -2.00579 -0.292 -0.263 -0.364 0.348
H 3.05132 2.59672 -6.64772 -0.196 -0.661 -1.482 0.473
H -0.35340 -5.81376 -0.73521 -0.688 0.564 -0.165 0.332
H 0.08994 2.29115 -0.72090 -0.203 -0.445 -0.382 -0.878
H -7.32701 -0.27106 -5.04537 0.129 -0.348 -1.097 0.153
H -5.46447 1.04618 -4.32257 0.444 -0.406 -0.929 -0.368
H -0.39954 -2.28790 5.72278 -0.383 -0.331 -0.208 0.322
H -8.61535 -1.11693 -1.56447 0.094 -0.287 0.267 0.053
H 6.76581 5.45665 -3.53724 0.068 0.282 -0.280 0.315
H 1.40515 -4.84108 -1.97663 0.141 -0.606 0.728 -0.002
H 6.75742 -1.72388 5.09163 0.007 -0.392 -0.574 0.161
H -0.68463 -2.39053 2.75818 0.136 0.272 -0.578 -0.017
H 6.24163 2.65873 -0.88583 -0.484 0.621 -0.272 0.121
H 5.11330 1.15614 -5.45733 0.404 0.589 0.300 0.366
H 0.82446 1.05236 1.48589 0.791 1.645 0.176 -0.296
H 7.21404 3.88288 -2.91708 -0.281 -0.410 0.163 0.245
H -0.86219 -8.57993 -0.06442 0.172 0.296 0.121 0.295
H 6.37013 6.29327 -0.58032 -0.331 -0.030 -0.148 0.506
H -2.02575 -0.07109 1.31049 0.030 0.484 -0.484 -0.672
H -0.39782 -0.76474 6.65772 0.608 -0.739 -0.219 0.296
H 5.43937 1.74878 0.35744 -0.444 -0.244 0.178 0.027
H -2.10744 2.59740 2.12784 -0.073 -0.105 -0.068 -0.369
H 0.67016 0.84866 -1.66049 0.871 0.071 -0.133 -0.838
H -3.58874 4.08685 0.76508 1.041 0.409 -0.107 -0.028
H -5.83944 -2.72715 -1.47225 0.523 -0.046 -0.220 0.197
H 0.41770 7.79986 1.31051 -0.487 -0.335 -0.752 0.294
H -3.46863 3.05325 -5.01117 -0.445 1.821 -0.180 0.471
H 3.21034 -6.78837 -0.77840 0.431 -0.391 0.465 0.271
H -6.00159 0.54379 -8.17940 -0.159 0.559 -0.143 0.464
H 5.49721 0.75950 6.44551 -1.170 0.298 -0.198 0.427
H 4.21176 6.94222 0.15700 -0.220 -0.034 0.689 0.322
H 4.31858 0.93064 7.74223 0.159 0.414 0.651 0.405
H -3.85253 1.86708 4.77352 0.287 -0.354 -0.274 0.395
H 6.74608 -5.80594 -5.25833 -0.472 -0.002 -1.132 0.277
H -1.35249 -1.57094 8.55882 0.877 -0.671 -0.176 0.289
H 3.35061 6.16845 -1.07454 -0.608 -0.560 -0.473 0.361
H 4.26674 -1.14854 6.50788 -0.864 0.364 0.035 0.199
H 2.11942 -0.66638 7.55005 0.093 0.076 0.664 0.370
H -5.60302 1.89658 -5.85290 -0.337 0.576 -0.197 0.394
H 1.25069 4.16133 -5.79267 0.861 -0.960 0.347 0.364
H 4.34768 -0.07341 -4.43172 -0.124 0.019 -0.784 -0.075
H -4.06279 -1.70884 -4.33045 -0.108 0.166 -0.518 0.110
H -0.24086 -2.63385 9.49644 -0.026 -0.110 0.524 0.303
H 2.92535 4.37235 2.84919 0.678 0.426 0.830 0.285
H 0.96106 -2.61376 2.35762 0.446 0.572 -0.285 0.186
H -0.37663 5.78912 2.27806 -0.385 0.038 0.008 0.335
H -3.52302 1.85510 -3.66164 -0.007 0.522 0.208 0.123
H -6.62025 2.86405 -1.95628 0.566 -0.694 -0.018 0.242
H 3.29026 -4.79551 -2.83017 0.302 0.559 -0.387 0.194
H -6.19612 3.92914 0.19029 0.618 0.418 0.112 0.359
H 4.04004 -2.94213 3.80874 0.177 0.573 -0.265 0.044
H -7.18079 2.69570 1.02972 -0.119 0.530 -0.338 0.402
H 5.14371 -7.15035 -2.33950 0.112 0.863 -1.181 0.267
H -1.71421 -0.59299 -3.28887 0.021 0.619 0.616 -0.200
H 7.08639 -1.96952 2.31465 0.274 0.697 -0.223 0.220
H -8.87822 -3.14870 -3.14227 -0.527 0.577 -0.208 0.276
H 3.96954 0.44795 2.35436 -0.704 -0.408 0.059 -0.427
H 7.67596 -3.26501 4.98737 -0.369 0.416 0.140 0.394
H 4.47427 -6.67567 -3.93207 -1.056 -0.870 -1.497 0.443
H -2.55237 0.75503 -0.05184 0.483 -0.230 0.459 -0.161
H 3.35191 2.77970 2.14265 0.594 0.168 -0.022 -0.210
H 0.50126 2.20504 4.05681 -0.630 -0.660 -0.118 0.348
H -7.08389 0.58466 -0.80221 -0.112 0.273 0.207 0.051
H 4.27982 -0.37459 -0.30480 0.552 -0.005 -1.014 -0.354
H 2.00297 5.16082 0.74399 0.255 0.076 0.212 0.127
H -2.47655 3.10621 -0.20537 -0.420 0.472 -0.125 0.044
H -6.64175 -2.53399 0.43683 -2.221 -0.560 -0.955 0.632
H 5.29707 6.87407 -1.93498 0.449 0.361 0.040 0.341
H -2.43785 4.89371 -0.48282 -0.583 -0.730 0.558 0.557
H 0.36275 2.06839 -6.54779 0.086 0.109 -1.036 0.280
H 5.65587 -0.93955 -1.31667 0.939 -0.204 0.132 0.797
H -9.83691 -2.67211 -4.60415 0.403 -0.108 -0.721 0.261
H 4.42575 3.87816 5.34927 -0.219 0.686 -0.494 0.231
H -3.08465 -4.39484 5.08033 -0.132 -0.114 0.114 0.218
H -2.25724 -1.15054 4.84610 -0.720 -0.129 -0.824 -0.385
H 4.70472 4.09516 0.14270 -0.101 -0.384 -0.248 0.220
H -3.54065 -0.77154 -1.86803 -0.161 0.002 -0.361 -0.467
H 5.68923 2.61016 5.03416 -1.214 0.308 0.955 0.295
H -8.82270 1.57091 -2.86229 -0.292 0.274 -0.281 0.552
H -7.56062 0.01946 -6.68365 0.222 -0.148 0.541 0.278
H 1.89512 -4.92502 -0.29383 0.010 0.895 1.323 0.336
H 3.74039 2.70384 -1.85480 -0.279 -0.449 0.025 -0.052
H -4.33210 -0.01431 -7.92414 -0.247 -0.073 -0.050 0.326
H -4.72492 -3.10430 6.83239 -0.810 -0.194 0.304 0.416
H 0.53112 -0.00917 -3.69223 -0.338 1.803 1.295 -0.189
H 1.31654 -0.95572 4.80396 -0.166 -0.374 0.934 -0.485
H 2.32557 3.60186 -0.02920 0.537 0.883 1.040 -0.137
H -3.06244 -2.86256 6.60560 1.522 -0.554 0.981 0.064
H -0.57693 -0.69414 -0.55127 -0.280 0.118 0.205 -0.331
H 3.72351 3.32083 -5.33165 0.834 0.950 0.778 0.509
H -1.38034 -7.11327 0.77893 0.206 0.100 0.202 0.279
H -4.04191 -3.05251 -1.19316 -1.009 -0.034 0.409 0.105
H -2.35069 -3.49777 -3.98900 0.129 -0.113 -0.116 0.369
H 6.77608 -7.16785 -4.11692 0.054 -1.302 -0.266 0.378
H 2.27015 -2.29472 -2.25759 -0.463 -0.661 -0.601 -0.116
H -1.95530 -1.19794 -4.89501 0.982 -0.312 0.553 0.291
H 3.43142 -1.20281 1.59890 0.497 1.415 1.542 -0.588
H -6.08802 -1.28372 1.61505 0.047 -0.666 -0.433 0.126
H -5.35574 -2.94172 1.44339 0.299 0.095 0.281 0.261
H -1.37596 -3.34063 8.31616 0.264 0.135 -0.009 0.242
H -1.18130 8.17954 0.54146 0.501 0.082 0.011 0.314
H -3.20940 -1.38035 3.24620 0.829 -0.001 -0.665 -0.202
H 5.44375 3.36799 6.71248 -0.188 -0.227 -1.080 0.341
H -5.11920 -0.73027 -2.61579 -1.285 1.315 -0.894 -0.317
H 0.32342 -7.06393 -1.72363 -0.049 -0.748 -1.023 0.384
H 0.55125 3.90710 -3.39963 -0.321 0.049 -0.167 0.491
H 4.07715 0.09007 -6.26303 -0.558 -0.284 0.240 0.315
H 8.03113 -3.25226 2.63258 1.393 -0.483 0.586 0.234
H -2.06598 6.21299 1.70909 0.169 -0.370 0.382 0.408
H -4.35813 0.86690 1.86318 -0.889 0.686 -0.409 -0.571
H 1.69806 -1.24141 -3.97536 0.268 -0.109 -0.214 0.061
H 2.22265 1.69282 3.77888 -0.233 -0.151 -0.105 0.208
H -0.96312 1.23769 -1.80551 -0.570 0.740 -0.517 0.420
H -7.99139 3.35493 -1.18936 -0.572 -0.160 0.282 0.473
H 2.29184 4.21608 -3.46044 -0.353 -0.216 -0.233 0.218
H -3.40020 -4.15525 3.47911 -0.213 0.958 0.996 0.155
H -5.06398 -1.05908 -5.96196 1.059 -0.962 1.396 0.100
H -0.63033 2.97041 2.64535 -0.727 0.621 -0.302 0.183
H -5.71781 -1.13201 -7.98224 -0.082 -1.002 -0.549 0.475
H 1.34298 -0.45655 0.59449 0.648 0.632 -0.141 -0.916
H 2.42407 -1.31673 -0.84552 -0.685 0.586 0.774 -0.540
H 4.43684 -4.96637 -1.47908 0.706 1.008 0.280 0.170
H -0.19358 -2.32353 1.03153 0.035 0.222 0.166 0.257
H 5.83125 -4.24265 3.55305 0.116 -1.220 0.069 0.382
H 3.64870 -0.29718 5.15771 -0.095 0.005 -1.126 -0.316
H 3.10222 1.27546 -2.37075 -0.508 0.024 -0.391 -0.672
H 0.25412 7.90967 -0.49315 0.128 0.000 -0.160 0.253
H -10.65823 -2.57907 -3.09996 0.959 -0.366 0.049 0.319
H -10.09631 -0.22313 -1.63265 -0.049 -0.020 -0.792 0.333
H -0.50430 3.86368 0.59125 0.271 -0.033 -0.071 -1.329
H 5.46289 1.22582 -2.69590 -0.537 -0.289 0.706 -0.035
H -4.94075 2.55495 2.25843 -0.179 -0.768 0.020 0.405
H -6.14127 1.18282 2.10499 0.009 -0.144 0.692 0.706
H 0.83953 1.33275 -5.19286 -0.398 0.444 -0.279 -0.169
H -5.08418 -2.49209 4.60677 1.229 0.042 -0.630 0.253
H 2.10502 -2.27271 5.58295 -0.011 -0.537 0.519 0.066
H -2.54453 0.90441 5.46004 -0.054 0.007 -0.493 0.390
H 4.62205 -3.09739 2.12973 0.030 1.809 0.870 -0.088
H 3.50554 -2.67779 -0.99003 -0.039 -0.090 -0.324 -0.010
H -2.38958 -2.88505 -2.31718 0.591 0.250 -1.052 0.153
H -2.07995 1.97030 -4.72249 -0.750 0.330 -0.015 -0.202
H -3.98918 -1.43806 6.81348 -0.503 -0.282 -0.230 0.268
H 1.77490 3.25287 4.45389 0.367 0.195 0.425 0.461